Entry 1:
{"formula": "C16H16N2O5S", "method": "the ωB97M-V functional and the def2-TZVPD basis", "smiles": "CC(=O)NC1=C(N[C@H]2CCS(=O)(=O)C2)C(=O)c2ccccc2C1=O", "homo_lumo_gap_ev": 7.265, "max_force_ha_per_bohr": 0.1025, "lumo_ev": -1.394, "e_above_lowest_ev": 3.803, "species": ["C", "C", "O", "N", "C", "C", "N", "C", "C", "C", "S", "O", "O", "C", "C", "O", "C", "C", "C", "C", "C", "C", "C", "O", "H", "H", "H", "H", "H", "H", "H", "H", "H", "H", "H", "H", "H", "H", "H", "H"], "positions_angstrom": [[3.178, 0.388, -2.873], [1.863, 0.719, -2.232], [1.389, 1.858, -2.392], [1.163, -0.369, -1.707], [-0.078, -0.431, -1.258], [-0.513, 0.440, -0.269], [0.322, 1.281, 0.519], [1.403, 0.751, 1.442], [2.220, 1.954, 1.856], [3.189, 1.433, 2.910], [2.269, 0.110, 3.718], [1.940, 0.339, 5.132], [3.112, -1.109, 3.485], [0.850, 0.078, 2.642], [-2.005, 0.499, 0.024], [-2.418, 1.359, 0.761], [-2.922, -0.500, -0.531], [-4.319, -0.523, -0.259], [-5.269, -1.233, -0.970], [-4.778, -2.210, -1.919], [-3.343, -2.299, -2.185], [-2.480, -1.440, -1.474], [-1.012, -1.542, -1.833], [-0.544, -2.430, -2.550], [3.168, -0.075, -3.882], [3.618, 1.285, -2.922], [3.853, -0.246, -2.289], [1.482, -1.310, -2.000], [-0.138, 2.221, 0.781], [2.010, 0.162, 0.808], [1.551, 2.764, 2.363], [2.648, 2.390, 0.961], [3.245, 2.160, 3.643], [4.202, 0.969, 2.600], [0.424, -0.965, 2.459], [0.090, 0.740, 3.144], [-4.773, 0.143, 0.340], [-6.336, -1.323, -0.819], [-5.377, -2.945, -2.480], [-2.885, -3.095, -2.742]], "forces_ev_per_angstrom": [[-0.351, -3.174, 0.337], [-1.793, 1.289, -1.758], [0.745, -2.410, 1.223], [3.422, -1.555, -1.379], [-3.985, 0.963, 2.093], [-0.061, -0.698, -0.059], [-1.087, 0.879, -0.287], [-2.630, 2.408, -2.492], [-0.775, 0.875, 0.729], [0.538, -1.227, -1.072], [2.542, -4.048, 2.221], [-0.052, 0.554, -2.069], [-1.810, 2.098, -0.072], [-1.337, -0.668, 0.980], [1.021, 0.047, 0.561], [-0.259, 0.674, 0.469], [-1.747, -1.533, -1.395], [0.982, -0.464, -2.115], [1.790, -3.591, -2.212], [2.523, 0.439, -0.147], [-2.324, 0.921, 2.297], [0.545, -0.473, -0.759], [1.066, 0.376, -0.030], [-0.610, 1.509, 1.174], [-0.642, 0.389, 0.587], [1.918, 3.339, -0.622], [-0.358, -0.126, 0.240], [0.232, 0.986, -0.016], [0.933, -2.409, -0.265], [0.748, -1.193, -0.341], [0.954, -1.411, -0.949], [0.310, 0.161, 0.082], [0.961, 1.427, 1.575], [-1.860, 0.921, 0.414], [0.844, 1.401, 0.527], [0.549, -0.684, -0.602], [-0.695, 2.510, 2.646], [0.039, 0.830, 0.523], [-0.142, 0.700, 0.510], [-0.146, -0.028, -0.547]]}

***

Entry 2:
{"formula": "C6H13N", "method": "the ωB97M-V functional and the def2-TZVPD basis", "multiplicity": 2, "homo_lumo_gap_ev": [10.627, 5.039], "charge": 1, "max_force_ha_per_bohr": 0.0509, "lumo_ev": [-3.624, -8.115], "e_above_lowest_ev": 2.227, "species": ["C", "C", "C", "C", "C", "C", "N", "H", "H", "H", "H", "H", "H", "H", "H", "H", "H", "H", "H", "H"], "positions_angstrom": [[0.544, 1.053, 1.983], [0.006, 1.137, 0.543], [0.918, 0.464, -0.583], [0.563, -0.916, -0.471], [-0.349, -1.563, -1.239], [-1.060, -2.783, -0.807], [-0.465, 2.425, 0.186], [1.408, 1.725, 2.085], [-0.121, 1.184, 2.853], [0.907, 0.021, 2.021], [-0.890, 0.487, 0.512], [1.977, 0.740, -0.414], [0.670, 1.024, -1.484], [0.955, -1.564, 0.340], [-0.757, -1.303, -2.224], [-0.423, -3.696, -0.879], [-1.456, -2.903, 0.169], [-1.825, -3.056, -1.524], [-1.339, 2.694, 0.642], [0.161, 3.219, 0.184]], "forces_ev_per_angstrom": [[1.407, -0.825, -0.173], [-2.049, 0.629, 0.635], [1.644, 2.028, 0.176], [0.727, -0.801, 0.269], [-2.017, -1.216, -0.612], [0.722, -1.740, -1.360], [-0.327, 0.050, 0.347], [-0.220, -0.195, 0.062], [-0.206, 0.223, -0.948], [0.252, 0.026, 0.501], [-0.058, 0.350, 0.307], [-0.401, -0.504, 0.369], [-0.428, -0.740, -0.265], [-0.141, 0.846, -0.199], [0.815, 0.937, 0.341], [0.305, 0.523, -0.016], [-0.250, 0.636, 1.221], [-0.369, 0.285, -0.026], [0.200, -0.288, -0.455], [0.394, -0.220, -0.174]]}

***

Entry 3:
{"formula": "C7H8O", "method": "the ωB97M-V functional and the def2-TZVPD basis", "smiles": "C#CC/C=C(/O)C=C", "homo_lumo_gap_ev": 8.884, "max_force_ha_per_bohr": 0.1167, "lumo_ev": 0.646, "e_above_lowest_ev": 4.513, "species": ["C", "C", "C", "C", "C", "O", "C", "C", "H", "H", "H", "H", "H", "H", "H", "H"], "positions_angstrom": [[2.747, -0.615, -1.223], [2.236, -0.315, -0.200], [1.541, 0.263, 0.945], [0.448, 1.182, 0.396], [-0.792, 0.716, 0.115], [-1.694, 1.591, -0.300], [-1.018, -0.639, -0.108], [-2.175, -1.145, -0.634], [3.469, -0.977, -2.013], [1.007, -0.464, 1.618], [2.221, 0.896, 1.332], [0.706, 2.198, 0.541], [-1.389, 2.456, 0.065], [-0.260, -1.434, 0.293], [-2.405, -2.151, -0.857], [-2.881, -0.407, -0.756]], "forces_ev_per_angstrom": [[2.912, -1.547, -3.035], [-1.084, 0.141, 1.524], [-3.274, -1.830, -2.019], [-0.283, -1.860, 1.492], [3.539, 2.038, -0.330], [-1.693, 2.053, 0.326], [-1.118, -5.889, 0.337], [2.956, 1.263, 1.399], [-1.652, 0.743, 1.314], [1.401, 0.581, -0.345], [2.235, 1.696, 2.433], [-0.284, 1.143, -0.392], [-0.664, -0.819, -0.705], [-1.141, 1.919, -1.144], [0.093, -0.888, 0.024], [-1.943, 1.255, -0.880]]}

***

Entry 4:
{"formula": "C22H32N7O4PPd", "method": "the ωB97M-V functional and the def2-TZVPD basis", "homo_lumo_gap_ev": 4.560, "charge": 2, "max_force_ha_per_bohr": 0.0171, "lumo_ev": -9.201, "e_above_lowest_ev": 4.249, "species": ["Pd", "N", "C", "C", "O", "N", "C", "C", "O", "O", "H", "H", "H", "H", "H", "H", "C", "C", "N", "C", "C", "C", "C", "C", "C", "C", "C", "C", "N", "C", "H", "H", "H", "H", "H", "H", "H", "H", "C", "N", "C", "P", "O", "N", "C", "C", "N", "C", "C", "H", "H", "H", "H", "H", "H", "H", "H", "H", "H", "H", "H", "H", "H", "H", "H", "H", "H"], "positions_angstrom": [[0.853, 0.497, 1.314], [2.795, 0.484, 1.845], [2.845, 0.271, 3.312], [1.797, 1.205, 3.918], [1.972, 1.784, 4.962], [0.652, 1.275, 3.159], [-0.335, 2.194, 3.714], [-1.246, 2.761, 2.679], [-2.438, 2.801, 2.696], [-0.541, 3.245, 1.581], [3.231, -0.264, 1.310], [3.261, 1.360, 1.627], [3.822, 0.482, 3.736], [2.579, -0.765, 3.518], [0.166, 3.017, 4.237], [-0.976, 1.698, 4.445], [0.270, 4.961, -1.034], [0.821, 3.589, -0.990], [0.251, 2.608, -0.422], [-0.999, 2.880, 0.280], [-1.777, 4.061, -0.246], [-0.998, 5.190, -0.657], [-3.153, 4.035, -0.349], [-3.824, 2.834, -0.237], [-3.187, 1.600, 0.084], [-3.908, 0.408, 0.220], [-3.239, -0.729, 0.630], [-1.890, -0.635, 0.916], [-1.190, 0.508, 0.797], [-1.817, 1.593, 0.365], [0.894, 5.755, -1.424], [1.786, 3.409, -1.454], [-1.464, 6.161, -0.767], [-3.688, 4.937, -0.617], [-4.895, 2.815, -0.413], [-4.972, 0.388, 0.023], [-3.754, -1.670, 0.755], [-1.324, -1.488, 1.268], [0.030, -4.610, -1.427], [0.147, -3.512, -0.469], [-0.017, -3.917, 0.925], [0.925, -2.142, -0.921], [1.286, -1.367, 0.326], [2.284, -2.421, -1.801], [3.516, -2.816, -1.122], [2.308, -2.669, -3.240], [-0.084, -1.351, -1.949], [0.362, -0.112, -2.575], [-1.442, -1.740, -2.288], [-0.941, -5.096, -1.314], [0.811, -5.358, -1.270], [0.103, -4.242, -2.450], [-1.043, -4.249, 1.101], [0.218, -3.090, 1.589], [0.651, -4.747, 1.169], [3.405, -2.720, -0.044], [4.345, -2.185, -1.450], [3.767, -3.854, -1.351], [1.352, -2.417, -3.692], [2.526, -3.719, -3.450], [3.084, -2.061, -3.709], [1.442, -0.005, -2.487], [-0.110, 0.757, -2.106], [0.105, -0.110, -3.636], [-1.743, -2.618, -1.722], [-1.525, -1.962, -3.356], [-2.140, -0.925, -2.063]], "forces_ev_per_angstrom": [[-0.098, -0.677, 0.554], [-0.030, -0.152, 0.074], [-0.189, 0.166, 0.030], [-0.173, -0.273, -0.298], [0.012, 0.076, 0.254], [0.228, 0.583, -0.058], [0.077, -0.121, 0.107], [-0.192, 0.036, -0.008], [0.037, -0.059, -0.029], [0.237, -0.072, 0.076], [0.065, -0.005, 0.110], [-0.041, -0.028, -0.137], [0.054, 0.049, -0.039], [-0.019, -0.003, 0.021], [0.012, 0.031, -0.011], [0.014, 0.049, 0.031], [0.040, -0.014, -0.024], [-0.069, 0.124, 0.078], [0.019, 0.048, -0.272], [-0.064, -0.174, -0.009], [-0.030, 0.078, 0.022], [0.000, -0.022, 0.019], [-0.042, 0.033, -0.039], [-0.057, 0.075, -0.016], [0.114, -0.120, 0.001], [0.013, 0.022, -0.005], [-0.082, 0.040, 0.008], [0.109, -0.059, 0.112], [0.082, 0.121, -0.046], [-0.023, 0.069, -0.032], [0.002, -0.008, 0.010], [0.006, 0.001, -0.020], [-0.012, -0.010, 0.015], [-0.025, -0.019, 0.001], [0.006, 0.005, 0.005], [0.003, 0.013, 0.004], [0.018, -0.007, 0.002], [-0.037, 0.008, -0.027], [0.005, 0.008, -0.041], [0.012, -0.038, 0.098], [0.000, -0.019, -0.004], [0.110, 0.017, -0.169], [0.023, 0.210, -0.340], [-0.060, 0.071, -0.007], [0.008, 0.000, 0.041], [-0.010, 0.006, 0.016], [-0.018, 0.029, -0.011], [-0.031, -0.055, -0.088], [-0.022, 0.032, -0.012], [-0.003, -0.004, -0.002], [0.002, -0.005, -0.003], [0.000, -0.007, 0.025], [0.003, -0.007, -0.003], [0.012, -0.001, 0.001], [-0.007, 0.007, 0.001], [0.010, 0.007, -0.017], [-0.005, -0.011, 0.005], [-0.003, -0.002, 0.011], [-0.007, 0.003, -0.004], [-0.008, -0.002, -0.002], [-0.002, -0.012, 0.013], [0.004, 0.013, 0.040], [-0.018, -0.007, 0.007], [0.025, -0.040, -0.015], [0.001, 0.014, 0.001], [-0.003, -0.004, 0.007], [0.016, -0.008, -0.014]]}

***

Entry 5:
{"formula": "C4H12N2", "method": "the ωB97M-V functional and the def2-TZVPD basis", "smiles": "CC(C)NCN", "homo_lumo_gap_ev": 9.215, "max_force_ha_per_bohr": 0.0214, "lumo_ev": 1.125, "e_above_lowest_ev": 0.802, "species": ["C", "C", "C", "N", "C", "N", "H", "H", "H", "H", "H", "H", "H", "H", "H", "H", "H", "H"], "positions_angstrom": [[-1.677, -0.135, -0.858], [-0.568, -0.642, 0.056], [-1.149, -1.088, 1.398], [0.443, 0.373, 0.239], [1.758, 0.268, -0.356], [2.462, 1.527, -0.427], [-2.218, 0.710, -0.445], [-1.259, 0.133, -1.822], [-2.470, -0.875, -0.986], [-0.106, -1.435, -0.516], [-0.353, -1.068, 2.150], [-1.905, -0.376, 1.711], [-1.524, -2.104, 1.451], [0.136, 1.251, 0.617], [2.331, -0.485, 0.197], [1.646, -0.158, -1.358], [2.125, 2.161, 0.284], [2.329, 1.944, -1.336]], "forces_ev_per_angstrom": [[-0.544, -0.246, -0.032], [-0.420, 0.625, -0.132], [0.990, -0.158, 0.455], [-0.095, 0.070, 0.277], [-0.509, -0.546, 0.090], [0.101, -0.222, -0.123], [0.254, 0.450, 0.204], [-0.090, 0.099, -0.230], [0.172, -0.295, -0.212], [0.324, -0.584, 0.290], [-0.064, 0.128, -0.099], [-0.270, -0.005, 0.114], [-0.450, -0.110, -0.408], [0.119, 0.130, -0.189], [0.275, 0.186, 0.144], [0.171, 0.166, -0.241], [0.137, 0.081, 0.022], [-0.103, 0.231, 0.070]]}

***

Entry 6:
{"formula": "C3H10S2", "method": "the ωB97M-V functional and the def2-TZVPD basis", "smiles": "CSS.CC", "homo_lumo_gap_ev": 9.734, "max_force_ha_per_bohr": 0.0853, "lumo_ev": 0.761, "e_above_lowest_ev": 1.008, "species": ["C", "S", "S", "H", "H", "H", "H", "C", "C", "H", "H", "H", "H", "H", "H"], "positions_angstrom": [[1.509, 1.559, -1.315], [1.061, 1.104, -2.839], [0.949, -0.859, -2.793], [1.701, 0.749, -0.617], [2.496, 1.918, -1.283], [0.930, 2.288, -0.829], [-0.318, -1.050, -2.482], [-0.999, -0.689, 2.325], [-1.088, -0.760, 0.731], [0.033, -0.729, 2.610], [-1.381, 0.237, 2.706], [-1.534, -1.527, 2.758], [-0.453, 0.089, 0.305], [-2.188, -0.579, 0.349], [-0.718, -1.753, 0.376]], "forces_ev_per_angstrom": [[1.931, -0.168, 3.934], [-1.289, 0.437, -3.920], [0.651, -1.692, -0.234], [-0.812, -0.521, 0.013], [1.527, 1.124, -0.490], [-1.227, 0.856, 0.482], [-0.760, -0.031, 0.219], [-0.286, -0.420, -2.108], [-0.915, 1.116, 0.319], [0.607, -0.228, 0.219], [-0.422, 0.451, 0.114], [-0.054, -0.030, 0.185], [-0.803, -1.306, 0.363], [2.151, -0.499, 0.777], [-0.300, 0.911, 0.127]]}